Density functional theory data (ωB97M-V/def2-TZVPD) for a structure of composition C42H41As2BiNO5S2.

Computed properties:
highest occupied orbital energy = -0.40885 Ha
ΔE to the lowest compared entry with this formula, charge and spin = 101.28 kJ/mol
net charge = +1
orbital gap = 8.17 eV
total energy = -7538.31114 hartree

Geometry as XYZ:
```
94
Properties=species:S:1:pos:R:3:forces:R:3:mulliken_charge:R:1
Bi 0.898926 -1.078798 -0.417124 0.163 -0.327 -0.812 1.3334
C 1.339173 -0.058117 3.327935 -0.499 -0.084 -0.257 -1.4437
C -0.190038 -0.038801 3.452715 0.231 0.169 -0.131 -1.2462
As -1.170960 -0.660285 1.846429 0.023 -0.401 0.968 1.2874
C -2.945730 -0.554633 2.617391 -0.095 0.251 -0.359 -0.0938
C -3.251737 -1.077044 3.868992 -0.031 0.015 0.072 -0.2434
C -4.538055 -0.958538 4.371383 -0.062 -0.017 0.000 -0.7622
C -5.528185 -0.330104 3.622687 0.046 0.020 0.017 -0.5822
C -5.223089 0.203635 2.379356 -0.057 -0.029 0.031 -0.6099
C -3.930655 0.094751 1.882386 -0.004 0.039 0.013 -0.3105
C -0.842417 -2.589023 2.101625 0.157 -0.047 0.025 1.1868
C 0.461094 -3.102810 2.106353 -0.101 -0.001 -0.012 -0.0306
C 0.708408 -4.459884 2.282408 -0.017 0.049 -0.029 -1.2906
C -0.350157 -5.334058 2.462952 -0.012 -0.027 -0.001 -0.6715
C -1.649379 -4.843758 2.457577 0.022 -0.009 -0.016 -0.9410
C -1.891633 -3.490098 2.272391 0.047 0.010 -0.131 -0.5252
As 2.075647 0.403367 1.562994 0.462 0.472 1.353 0.9918
C 1.924874 2.321058 1.486103 -0.070 -0.038 -0.427 0.5657
C 1.279933 3.047761 2.474831 -0.059 -0.004 0.015 -0.1394
C 1.262555 4.434727 2.409368 0.005 0.092 -0.003 -0.8400
C 1.887190 5.090508 1.358347 0.006 -0.026 0.012 -0.6917
C 2.533955 4.358908 0.368352 0.020 0.006 0.015 -0.6397
C 2.551163 2.974144 0.425777 -0.037 0.064 0.086 -0.4854
C 3.948538 0.187415 1.991733 0.026 -0.241 -0.325 0.6104
C 4.530763 1.117159 2.846963 -0.026 0.002 -0.007 -0.5784
C 5.843661 0.945728 3.249591 0.131 -0.018 0.031 -0.7451
C 6.579167 -0.142075 2.790242 -0.061 0.003 -0.001 -0.5196
C 5.998023 -1.061207 1.929689 0.027 0.005 0.018 -0.7492
C 4.677562 -0.902528 1.527139 -0.009 -0.006 0.032 -0.4969
H 1.728049 -1.050230 3.539163 0.094 -0.081 0.021 0.7613
H 1.803870 0.617381 4.039453 0.134 0.130 0.087 0.7665
H -0.547985 0.979493 3.602871 -0.047 0.033 0.012 0.5439
H -0.498235 -0.617386 4.319663 -0.001 -0.066 0.048 0.5632
H -2.496556 -1.586520 4.452641 0.011 -0.040 0.021 0.3170
H -4.771684 -1.363092 5.348495 0.003 0.005 -0.033 0.4131
H -6.533522 -0.248535 4.017488 0.040 -0.004 -0.018 0.4224
H -5.990092 0.702040 1.798956 0.046 -0.004 0.017 0.4312
H -3.674112 0.530958 0.925934 -0.041 -0.019 -0.082 0.3865
H 1.327757 -2.457487 2.008674 0.038 0.064 0.049 0.2682
H 1.728852 -4.822478 2.286943 -0.031 0.005 -0.009 0.4960
H -0.162905 -6.390877 2.606524 -0.024 0.041 0.002 0.3930
H -2.482780 -5.520366 2.601662 0.017 0.021 -0.024 0.4362
H -2.911019 -3.133763 2.265744 -0.069 -0.008 0.010 0.3726
H 0.794699 2.548295 3.301409 0.003 0.038 0.029 0.1568
H 0.764086 5.001955 3.185992 0.018 -0.026 -0.041 0.4317
H 1.878146 6.173071 1.312675 -0.008 -0.064 0.006 0.4006
H 3.034810 4.872569 -0.445034 -0.027 -0.032 0.052 0.4864
H 3.050798 2.400205 -0.343038 0.028 0.003 -0.030 0.4909
H 3.963644 1.970606 3.193561 0.008 0.075 0.034 0.3883
H 6.298279 1.664332 3.920524 -0.020 -0.023 -0.031 0.4120
H 7.606968 -0.271539 3.104179 -0.019 0.020 -0.008 0.3942
H 6.570965 -1.903019 1.561244 -0.025 0.030 0.017 0.4407
H 4.233858 -1.617593 0.847814 0.009 0.005 -0.013 0.4136
C 2.636227 4.581325 -6.772540 -0.131 -0.046 0.048 -1.4859
C 2.009576 3.774590 -5.665978 0.006 -0.037 -0.096 1.0224
C 2.159438 4.145383 -4.330607 0.060 0.124 -0.058 -0.8061
C 1.630900 3.375799 -3.311799 -0.145 -0.035 0.135 -0.6002
C 0.926675 2.222966 -3.635481 0.246 0.096 -0.037 -0.4656
C 0.737686 1.838808 -4.961967 -0.019 0.110 0.101 -0.3166
C 1.274081 2.625270 -5.966158 0.029 0.082 0.046 -0.7483
S 0.422940 1.129962 -2.371332 -0.284 -0.253 -0.055 1.8299
O -0.247717 1.750078 -1.250543 0.064 0.166 -0.141 -0.7689
O -0.319053 0.063741 -3.021877 0.034 -0.060 -0.145 -0.8032
N 1.776793 0.510852 -1.723641 0.189 -0.138 -0.337 0.1461
C 2.755983 -0.101668 -2.652361 -0.351 -0.022 0.276 -0.3674
C 3.447705 -1.321983 -2.029062 0.011 -0.002 0.126 0.3036
O 4.433296 -1.779760 -2.535633 -0.071 0.002 0.160 -0.6176
O 2.870274 -1.817328 -0.928602 -0.201 0.050 -0.334 -0.8006
H 3.245305 5.394215 -6.380608 -0.020 -0.019 -0.008 0.3470
H 1.867747 5.007837 -7.421266 0.035 -0.004 0.033 0.3438
H 3.266747 3.943198 -7.393071 0.009 0.029 0.006 0.3613
H 2.700801 5.053358 -4.090105 0.009 -0.055 -0.007 0.3440
H 1.745742 3.666684 -2.272843 0.007 -0.035 -0.070 0.4027
H 0.177065 0.941431 -5.187210 0.052 0.023 0.007 0.4968
H 1.125701 2.340894 -7.001537 0.038 -0.005 0.032 0.4175
H 3.532478 0.613766 -2.911750 0.031 0.076 0.004 0.3212
H 2.288313 -0.447479 -3.579242 -0.014 -0.015 -0.019 0.3532
C -3.406490 0.128108 -2.254403 0.097 0.041 -0.027 -0.7118
S -2.637715 -1.495359 -2.222551 0.095 -0.060 0.326 0.3910
O -1.872841 -1.559679 -0.910390 -0.125 0.061 -0.359 -0.2286
C -4.130455 -2.440975 -1.947550 0.076 -0.116 -0.053 0.4091
C -4.848490 -2.889233 -3.047236 -0.004 0.010 -0.053 -0.4884
C -5.977839 -3.669396 -2.843621 -0.022 0.018 0.051 -0.6286
C -6.365970 -4.003959 -1.552019 0.025 0.008 0.014 -0.5161
C -5.634172 -3.552610 -0.460265 0.000 0.018 -0.013 -0.6521
C -4.506369 -2.767304 -0.655423 -0.050 -0.013 0.000 -0.1716
H -4.100098 0.200564 -1.420038 -0.014 0.046 0.024 0.2927
H -3.932638 0.238501 -3.205452 0.028 -0.014 0.096 0.4229
H -2.600254 0.858503 -2.174654 -0.103 -0.066 -0.018 0.1651
H -4.526324 -2.641180 -4.054033 -0.001 -0.035 0.064 0.4453
H -6.548719 -4.028097 -3.690136 0.027 0.012 0.005 0.3948
H -7.235414 -4.630124 -1.396888 0.010 0.033 -0.004 0.3940
H -5.937974 -3.818198 0.545456 0.009 0.009 -0.045 0.4562
H -3.907429 -2.416918 0.174291 0.008 -0.009 0.031 0.1910
```
Positions in Å, forces in eV/Å.